Here is C21H39OPRuS4Sb as an isolated structure from the OMol25 dataset. Energies are from the ωB97M-V functional and the def2-TZVPD basis.

```
68
C21H39OPRuS4Sb | the OMol25 dataset | the ωB97M-V functional and the def2-TZVPD basis
Ru -0.163 0.695 2.282
S 1.603 5.041 2.900
Sb 1.144 3.203 3.996
S -1.020 2.249 3.700
S 1.909 1.210 2.862
S 1.796 3.226 6.245
C -3.354 -0.435 2.659
C -2.323 -1.282 3.321
C -2.776 -2.418 4.172
O -1.114 -1.090 3.180
H -4.147 -0.172 3.359
H -3.809 -1.021 1.855
H -2.944 0.479 2.230
H -3.495 -3.032 3.626
H -3.305 -2.009 5.038
H -1.933 -3.016 4.503
C -2.858 -1.541 -2.519
C -3.043 -0.054 -2.183
C -2.123 0.394 -1.033
C -0.815 -0.410 -1.071
C -1.132 -1.875 -0.700
C -2.492 -2.331 -1.269
P 0.501 0.257 -0.006
C 1.151 1.823 -0.695
C 0.390 3.060 -0.181
C 0.825 4.294 -0.964
C 0.419 4.187 -2.446
C 0.252 2.729 -2.894
C 1.308 1.840 -2.242
C 1.919 -0.911 -0.008
C 1.793 -2.096 0.958
C 3.177 -2.729 1.176
C 4.027 -2.722 -0.108
C 3.133 -2.713 -1.342
C 2.347 -1.396 -1.418
H -2.067 -1.665 -3.265
H -3.763 -1.941 -2.977
H -4.081 0.138 -1.905
H -2.841 0.557 -3.065
H -2.613 0.201 -0.073
H -1.960 1.467 -1.084
H -0.415 -0.365 -2.088
H -1.143 -1.977 0.391
H -0.336 -2.531 -1.055
H -3.277 -2.197 -0.516
H -2.456 -3.400 -1.477
H 2.142 1.872 -0.231
H 0.595 3.209 0.880
H -0.693 2.937 -0.277
H 1.910 4.397 -0.867
H 0.397 5.187 -0.510
H 1.182 4.664 -3.065
H -0.507 4.735 -2.627
H 0.321 2.657 -3.980
H -0.746 2.361 -2.633
H 2.300 2.235 -2.479
H 1.287 0.840 -2.669
H 2.715 -0.272 0.393
H 1.103 -2.833 0.542
H 1.370 -1.795 1.919
H 3.045 -3.753 1.528
H 3.697 -2.193 1.973
H 4.700 -3.578 -0.122
H 4.669 -1.835 -0.130
H 2.443 -3.561 -1.304
H 3.714 -2.839 -2.256
H 1.484 -1.522 -2.075
H 2.974 -0.633 -1.881
```

Values from the calculation:
Kohn-Sham gap (alpha / beta) ... 7.243 / 5.747 eV
⟨S²⟩ ... 6.026
HOMO energy (alpha / beta) ... -11.44 / -11.33 eV
E_tot ... -3167.8490 Eh
Energy above the lowest of the compared OMol25 structures with the same formula, charge and spin ... 0.00 kJ/mol
Charge ... +1
2S+1 ... 5

---

Here is C39H55Cl2NO2P2S3Zr as an isolated structure in a non-equilibrium geometry from the OMol25 dataset. Energies are from the ωB97M-V functional and the def2-TZVPD basis.

```
105
C39H55Cl2NO2P2S3Zr | the OMol25 dataset | the ωB97M-V functional and the def2-TZVPD basis
Zr 0.533 -0.056 0.433
C -4.540 -0.271 1.021
C -3.762 0.874 0.378
C -3.902 0.875 -1.141
P -2.020 0.950 0.988
C -2.191 1.224 2.798
C -0.828 1.347 3.459
C -3.145 2.306 3.305
C -1.343 2.388 0.106
C -1.627 3.716 0.436
C -1.050 4.783 -0.232
C -1.378 6.202 0.128
C -0.146 4.491 -1.257
C 0.143 3.191 -1.619
C -0.477 2.122 -0.967
N -0.159 0.745 -1.303
C 0.126 0.358 -2.645
C -0.222 1.130 -3.750
C 0.156 0.741 -5.025
C 0.876 -0.429 -5.253
C 1.297 -0.833 -6.636
C 1.128 -1.242 -4.155
C 0.744 -0.885 -2.864
P 0.663 -2.088 -1.512
C -0.905 -3.005 -1.834
C -1.245 -3.179 -3.316
C -2.058 -2.305 -1.129
C 1.982 -3.375 -1.598
C 1.808 -4.449 -2.680
C 3.406 -2.826 -1.609
H -5.561 -0.285 0.637
H -4.604 -0.182 2.105
H -4.087 -1.235 0.781
H -4.155 1.833 0.737
H -3.737 -0.114 -1.559
H -3.227 1.581 -1.625
H -4.920 1.166 -1.400
H -2.614 0.249 3.085
H -0.389 2.329 3.292
H -0.115 0.610 3.063
H -0.902 1.171 4.533
H -2.719 3.299 3.182
H -3.309 2.167 4.375
H -4.122 2.282 2.825
H -2.320 3.926 1.238
H -1.916 6.253 1.073
H -2.001 6.666 -0.637
H -0.474 6.803 0.218
H 0.343 5.302 -1.782
H 0.856 3.004 -2.409
H -0.778 2.047 -3.622
H -0.117 1.369 -5.863
H 1.611 0.029 -7.221
H 0.476 -1.311 -7.172
H 2.127 -1.538 -6.605
H 1.616 -2.194 -4.321
H -0.748 -3.992 -1.380
H -1.525 -2.220 -3.754
H -2.100 -3.849 -3.405
H -0.434 -3.591 -3.912
H -2.168 -1.298 -1.531
H -1.923 -2.237 -0.047
H -2.995 -2.837 -1.305
H 1.826 -3.896 -0.645
H 1.984 -4.074 -3.686
H 0.830 -4.926 -2.654
H 2.550 -5.228 -2.497
H 3.596 -2.246 -2.515
H 4.104 -3.663 -1.605
H 3.625 -2.198 -0.749
Cl 5.077 5.628 -0.954
C 4.042 4.409 -0.316
C 3.210 4.710 0.764
C 2.359 3.763 1.305
Cl 1.371 4.208 2.648
C 2.292 2.480 0.764
O 1.435 1.574 1.222
C 3.160 2.178 -0.306
C 3.236 0.851 -0.823
O 2.516 -0.090 -0.444
C 4.036 3.138 -0.843
H 3.229 5.703 1.192
H 3.990 0.632 -1.588
H 4.697 2.875 -1.657
C -0.704 -2.417 5.329
C -1.594 -2.735 4.131
S -0.996 -2.294 2.470
C 0.130 -3.613 1.968
C 1.631 -3.353 2.147
S 2.172 -1.633 2.235
C 1.847 -1.079 3.937
C 2.106 -2.072 5.058
S 0.849 -3.342 5.357
H -1.253 -2.685 6.234
H -0.507 -1.347 5.404
H -2.545 -2.206 4.219
H -1.830 -3.799 4.092
H -0.089 -3.777 0.910
H -0.152 -4.527 2.492
H 2.194 -3.762 1.308
H 2.005 -3.849 3.036
H 0.834 -0.700 4.010
H 2.526 -0.231 4.050
H 2.242 -1.489 5.971
H 3.037 -2.622 4.910
```

Values from the calculation:
Kohn-Sham gap ... 6.323 eV
HOMO energy ... -12.66 eV
E_tot ... -4568.7068 Eh
Energy above the lowest of the compared OMol25 structures with the same formula, charge and spin ... 67.34 kJ/mol
Charge ... +2
2S+1 ... 1

---

Here is C11H22Cl2GdI2NP2 as an isolated structure in a non-equilibrium geometry from the OMol25 dataset. Energies are from the ωB97M-V functional and the def2-TZVPD basis.

```
41
C11H22Cl2GdI2NP2 | the OMol25 dataset | the ωB97M-V functional and the def2-TZVPD basis
I -3.590 1.262 -2.372
I -0.350 -1.641 -3.351
Gd -1.173 0.260 -1.128
P 1.086 1.795 -1.834
C 2.634 1.139 -2.587
C 0.274 2.637 -3.250
H 0.995 3.305 -3.727
H 2.327 3.873 -1.501
H -0.581 3.210 -2.891
H 0.895 3.749 -0.425
H 2.377 0.367 -3.318
H -0.073 1.901 -3.974
C 1.735 3.201 -0.863
H 3.196 1.952 -3.073
H 2.370 2.823 -0.053
H 3.247 0.695 -1.792
P -2.383 -1.104 1.023
C -2.180 -2.891 1.401
C -2.575 -0.390 2.697
H -4.382 0.036 0.261
H -4.793 -1.521 1.039
H -4.134 -1.469 -0.620
C -4.097 -1.012 0.369
H -2.783 0.681 2.608
H -3.397 -0.884 3.234
H -2.996 -3.240 2.052
H -1.215 -3.041 1.904
H -1.645 -0.520 3.263
H -2.188 -3.457 0.464
Cl -1.654 2.383 0.255
Cl 3.480 -3.764 0.448
C 2.732 -2.319 0.985
C 3.163 -1.686 2.139
C 2.515 -0.503 2.536
C 1.458 -0.022 1.741
N 1.024 -0.637 0.611
C 1.664 -1.766 0.247
H 3.981 -2.117 2.699
H 2.796 0.064 3.443
H 0.921 0.896 2.003
H 1.321 -2.245 -0.663
```

Values from the calculation:
Kohn-Sham gap (alpha / beta) ... 8.478 / 4.065 eV
⟨S²⟩ ... 16.083
HOMO energy (alpha / beta) ... -15.10 / -15.09 eV
E_tot ... -3450.6394 Eh
Energy above the lowest of the compared OMol25 structures with the same formula, charge and spin ... 0.00 kJ/mol
Charge ... +2
2S+1 ... 8

---

Here is C22H20MnN4O8 as an isolated structure from the OMol25 dataset. Energies are from the ωB97M-V functional and the def2-TZVPD basis.

```
55
C22H20MnN4O8 | the OMol25 dataset | the ωB97M-V functional and the def2-TZVPD basis
Mn 0.038 -0.524 -0.687
C 2.210 -1.504 -2.377
N 2.085 -1.067 -0.959
C 2.572 -2.169 -0.107
C 2.910 0.144 -0.730
C 2.135 1.374 -1.078
C 2.746 2.553 -1.488
C 1.978 3.682 -1.733
C 0.600 3.637 -1.567
C -0.019 2.458 -1.170
C 0.757 1.337 -0.924
H 3.229 -1.861 -2.543
H 1.992 -0.672 -3.040
H 1.500 -2.302 -2.575
H 3.594 -2.424 -0.398
H 1.944 -3.045 -0.243
H 2.566 -1.867 0.937
H 3.845 0.067 -1.292
H 3.168 0.161 0.332
H 3.822 2.583 -1.620
H 2.454 4.596 -2.062
H -0.005 4.512 -1.764
H -1.095 2.439 -1.060
C 1.020 1.505 2.438
C 0.669 0.061 2.396
N 0.272 -0.643 1.340
C 0.014 -1.929 1.770
C 0.254 -2.007 3.099
N 0.666 -0.750 3.467
C 0.233 -3.096 4.117
O -0.208 -4.269 3.722
O 0.629 -2.845 5.228
C -0.420 -2.926 0.763
O -0.667 -4.074 1.101
O -0.459 -2.439 -0.430
H 0.855 1.952 1.462
H 2.067 1.642 2.712
H 0.408 2.024 3.175
H 0.923 -0.523 4.419
H -0.440 -4.280 2.749
O -5.841 2.612 -1.677
C -5.758 1.756 -0.784
O -6.567 1.282 0.024
C -4.379 1.129 -0.712
C -3.685 1.107 0.501
C -2.399 0.633 0.557
N -1.793 0.150 -0.542
C -2.463 0.117 -1.714
C -3.735 0.598 -1.837
C -1.637 -0.400 -2.840
O -2.029 -0.604 -3.946
O -0.350 -0.586 -2.470
H -4.170 1.470 1.397
H -1.828 0.632 1.472
H -4.209 0.594 -2.809
```

Values from the calculation:
Kohn-Sham gap (alpha / beta) ... 5.867 / 6.189 eV
⟨S²⟩ ... 3.912
HOMO energy (alpha / beta) ... -8.13 / -8.10 eV
E_tot ... -2822.3905 Eh
2S+1 ... 4

---

Here is a 16-piece molecular cluster, C2H36O15S overall in a non-equilibrium geometry from the OMol25 dataset. Energies are from the ωB97M-V functional and the def2-TZVPD basis.

```
54
C2H36O15S | the OMol25 dataset | the ωB97M-V functional and the def2-TZVPD basis
C -0.029 -3.354 -0.099
C 1.070 -2.341 -0.423
S 1.476 -2.160 -2.208
H 0.481 -4.264 0.222
H -0.788 -3.579 -0.844
H -0.623 -2.964 0.734
H 0.754 -1.377 -0.044
H 2.056 -2.592 -0.048
H 0.451 -1.412 -2.601
H -0.502 2.969 -0.328
H 0.111 3.829 -1.526
O -0.621 3.745 -0.908
H -0.262 -0.513 3.151
H 0.863 0.362 3.613
O 0.505 -0.533 3.735
H -2.253 0.477 -5.130
H -2.611 0.345 -3.659
O -2.837 -0.005 -4.535
H 3.452 -1.768 3.939
H 2.070 -1.212 3.334
O 2.847 -1.795 3.194
H 2.112 2.017 2.192
H 0.936 2.780 2.668
O 1.327 1.900 2.748
H 4.247 -1.337 0.344
H 3.739 -1.277 1.871
O 4.301 -0.859 1.174
H 3.434 0.790 0.795
H 3.457 1.704 -0.417
O 2.848 1.175 0.110
H 2.569 -3.790 2.025
H 2.548 -5.064 2.909
O 2.572 -4.753 2.001
H -3.416 1.300 -1.364
H -4.900 0.991 -1.155
O -4.202 1.575 -0.839
H -1.559 -2.336 -3.043
H -3.099 -2.124 -3.025
O -2.307 -2.113 -2.477
H -1.432 2.197 -3.194
H -2.888 2.533 -3.637
O -1.961 2.648 -3.858
H 0.706 1.071 0.368
H -0.812 0.932 0.903
O -0.229 1.239 0.189
H -3.205 0.797 0.651
H -2.847 0.782 2.072
O -2.618 0.297 1.263
H -1.394 0.940 -1.120
H -1.967 -0.472 -1.833
O -1.887 0.501 -1.839
H 0.431 4.684 0.599
H -0.489 4.871 1.803
O 0.375 4.539 1.545
```

Values from the calculation:
Kohn-Sham gap ... 9.102 eV
HOMO energy ... -9.09 eV
E_tot ... -1624.6078 Eh
Energy above the lowest of the compared OMol25 structures with the same formula, charge and spin ... 0.00 kJ/mol
2S+1 ... 1

---

Here is C19H43OP3SeV as an isolated structure in a non-equilibrium geometry from the OMol25 dataset. Energies are from the ωB97M-V functional and the def2-TZVPD basis.

```
68
C19H43OP3SeV | the OMol25 dataset | the ωB97M-V functional and the def2-TZVPD basis
V 1.086 -0.132 -0.197
P 3.305 -0.578 -0.746
P 1.017 0.105 2.099
P 0.997 2.110 -0.744
H -1.460 -1.155 -0.967
C -0.867 -0.342 -1.402
C 0.214 -0.709 -2.262
H 0.452 -1.775 -2.361
C 3.938 -2.295 -0.901
C 4.606 0.117 0.345
C 3.756 0.060 -2.407
C -0.649 0.364 2.824
C 1.611 -1.243 3.197
C 1.946 1.529 2.800
C 0.655 2.530 -2.500
C 2.504 3.100 -0.369
C -0.379 2.944 0.151
H -1.375 0.628 -1.458
H 0.592 -0.061 -3.065
H 3.274 -2.870 -1.556
H 3.968 -2.781 0.082
H 4.954 -2.312 -1.324
H 4.546 -0.368 1.328
H 4.480 1.199 0.480
H 5.599 -0.075 -0.085
H 3.143 -0.453 -3.160
H 4.816 -0.152 -2.602
H 3.582 1.140 -2.498
H -0.576 0.536 3.908
H -1.268 -0.525 2.653
H -1.163 1.220 2.371
H 1.548 -0.930 4.249
H 2.655 -1.494 2.974
H 1.005 -2.149 3.078
H 1.846 1.539 3.894
H 1.575 2.487 2.417
H 3.011 1.445 2.550
H 0.589 3.620 -2.643
H -0.288 2.070 -2.819
H 1.449 2.139 -3.148
H 2.301 4.168 -0.533
H 3.342 2.796 -1.013
H 2.814 2.951 0.673
H -0.476 3.977 -0.208
H -0.209 2.959 1.236
H -1.327 2.415 -0.022
C -5.420 0.573 0.220
C -4.885 0.028 -0.962
C -5.677 -0.080 -2.105
C -7.014 0.335 -2.085
C -7.556 0.865 -0.905
C -6.771 0.983 0.246
Se -4.315 0.776 1.773
H -3.098 0.148 1.110
H -3.843 -0.301 -0.969
H -5.242 -0.493 -3.017
H -7.626 0.245 -2.980
H -8.598 1.189 -0.882
H -7.191 1.396 1.170
C -0.201 -4.484 1.162
C -0.307 -3.166 0.420
O 1.061 -2.750 0.099
H 0.350 -5.218 0.557
H -1.190 -4.879 1.378
H 0.321 -4.342 2.119
H -0.818 -3.212 -0.560
H -0.753 -2.352 1.039
H 1.635 -3.012 0.854
```

Values from the calculation:
Kohn-Sham gap (alpha / beta) ... 5.411 / 5.619 eV
⟨S²⟩ ... 0.771
HOMO energy (alpha / beta) ... -20.07 / -20.26 eV
E_tot ... -5192.8280 Eh
Energy above the lowest of the compared OMol25 structures with the same formula, charge and spin ... 0.00 kJ/mol
Charge ... +4
2S+1 ... 2

---

Here is C34H31HfN6O2S as an isolated structure in a non-equilibrium geometry from the OMol25 dataset. Energies are from the ωB97M-V functional and the def2-TZVPD basis.

```
75
C34H31HfN6O2S | the OMol25 dataset | the ωB97M-V functional and the def2-TZVPD basis
Hf 0.366 -0.130 -0.720
C 1.394 -1.974 -2.985
N 0.649 -2.201 -1.709
C 1.512 -2.973 -0.768
C 2.637 -2.110 -0.241
C 3.735 -2.694 0.349
C 4.741 -1.878 0.841
C 4.617 -0.499 0.723
C 3.490 0.015 0.134
N 2.503 -0.769 -0.354
C -0.658 -2.886 -1.958
C -1.868 -1.983 -1.844
C -3.119 -2.492 -2.132
C -4.218 -1.658 -2.050
C -4.040 -0.333 -1.672
C -2.772 0.097 -1.365
N -1.694 -0.712 -1.449
C 0.740 -0.877 -3.774
C 0.598 -0.923 -5.143
C -0.006 0.146 -5.790
C -0.459 1.223 -5.041
C -0.281 1.200 -3.676
N 0.318 0.176 -3.044
H 1.458 -2.898 -3.560
H 2.412 -1.674 -2.739
H 1.928 -3.859 -1.251
H 0.898 -3.302 0.068
H 3.803 -3.773 0.416
H 5.616 -2.314 1.307
H 5.382 0.171 1.089
H 3.350 1.083 0.050
H -0.762 -3.707 -1.251
H -0.644 -3.333 -2.952
H -3.227 -3.529 -2.426
H -5.206 -2.035 -2.281
H -4.873 0.352 -1.604
H -2.595 1.107 -1.022
H 0.954 -1.782 -5.698
H -0.130 0.134 -6.866
H -0.944 2.070 -5.507
H -0.619 2.024 -3.059
C -3.622 -0.756 6.681
C -2.767 -0.601 5.458
C -1.402 -0.329 5.575
C -0.595 -0.216 4.460
C -1.189 -0.381 3.209
C -2.556 -0.646 3.046
C -3.327 -0.754 4.180
S -0.209 -0.225 1.835
O -0.415 -1.373 0.867
O 1.193 -0.074 2.140
N -0.637 0.969 0.804
C -0.081 2.270 1.098
C -0.316 2.995 2.230
C 0.282 4.261 2.424
C 1.102 4.791 1.475
C 1.393 4.046 0.305
C 2.250 4.514 -0.707
C 2.549 3.714 -1.786
C 2.005 2.439 -1.849
N 1.167 1.954 -0.927
C 0.828 2.769 0.140
H -3.194 -0.242 7.540
H -3.705 -1.815 6.937
H -4.631 -0.381 6.512
H -0.965 -0.211 6.558
H 0.466 -0.015 4.551
H -2.992 -0.769 2.062
H -4.386 -0.962 4.089
H -1.003 2.611 2.976
H 0.070 4.813 3.330
H 1.545 5.771 1.605
H 2.679 5.507 -0.626
H 3.209 4.051 -2.574
H 2.270 1.778 -2.663
```

Values from the calculation:
Kohn-Sham gap ... 7.816 eV
HOMO energy ... -16.58 eV
E_tot ... -2238.7801 Eh
Energy above the lowest of the compared OMol25 structures with the same formula, charge and spin ... 0.00 kJ/mol
Charge ... +3
2S+1 ... 1

---

Here is the molecule C5H9Cl in a non-equilibrium geometry from the OMol25 dataset. Energies are from the ωB97M-V functional and the def2-TZVPD basis.

```
15
C5H9Cl | the OMol25 dataset | the ωB97M-V functional and the def2-TZVPD basis
C 1.829 0.934 -0.224
C 0.839 -0.127 -0.442
C 1.204 -1.223 -1.462
C -0.389 -0.206 0.083
C -1.417 -1.231 -0.274
Cl -1.034 0.980 1.222
H 1.417 1.655 0.432
H 2.775 0.550 0.088
H 2.020 1.447 -1.157
H 1.670 -2.127 -0.948
H 0.322 -1.705 -2.009
H 1.883 -0.833 -2.205
H -2.389 -0.869 0.015
H -1.398 -1.435 -1.327
H -1.137 -2.234 0.263
```

Values from the calculation:
Kohn-Sham gap ... 9.728 eV
HOMO energy ... -8.77 eV
E_tot ... -656.0782 Eh
SMILES ... CC(C)=C(C)Cl
Energy above the lowest of the compared OMol25 structures with the same formula, charge and spin ... 51.59 kJ/mol
2S+1 ... 1